# 1
C7H19NO3 | ωB97M-V with the def2-TZVPD basis set

Last column: Löwdin charge in e.
Element x y z (Å)
C: -2.46640 -0.41546 -1.30551  -0.051
C: -1.11249 -1.03682 -1.01424  -0.320
C: -0.03122 -0.72843 -1.73351  -0.201
N: 0.09327 0.27132 -2.68615  0.047
C: -1.04177 -2.04425 0.10460  -0.174
C: -0.15499 -1.58092 1.23987  -0.127
C: -0.39848 -1.79623 2.52051  -0.165
C: 0.54992 -1.39353 3.60728  -0.122
H: -3.03877 -1.17984 -1.83295  0.081
H: -2.38885 0.41680 -2.00396  0.063
H: -2.96673 -0.14007 -0.38128  0.076
H: 0.89713 -1.20784 -1.46658  0.121
H: -0.55190 0.42556 -3.43995  0.082
H: 1.00560 0.60475 -2.96502  0.064
H: -2.02640 -2.19347 0.55329  0.106
H: -0.79188 -3.05377 -0.23244  0.117
H: 0.80629 -1.16605 0.94418  0.107
H: -1.33825 -2.20603 2.88819  0.103
H: 1.55187 -1.84190 3.61582  0.072
H: 0.20845 -1.58004 4.62496  0.061
H: 0.80950 -0.32247 3.56537  0.078
H: 0.49684 3.64423 0.15163  0.013
H: 1.29203 4.63836 -0.82022  0.042
O: 1.25632 4.24106 0.06188  -0.079
H: 0.92227 1.30196 -0.62461  -0.010
H: -0.40185 1.28187 0.20743  0.047
O: 0.47897 1.66681 0.15225  -0.068
H: 3.40488 1.33764 -1.17989  0.064
H: 2.36020 2.40823 -0.98870  0.034
O: 2.57647 1.64854 -1.56227  -0.058

E_LUMO	0.650	eV
SMILES string	C/C=C/C/C(C)=C/N.O.O.O
energy relative to the best compared isomer or geometry (same formula, charge and spin)	0.0	kcal/mol
electronic energy	-558.5432	a.u.

# 2
C3H7Br2O3P | ωB97M-V with the def2-TZVPD basis set

Last column: Löwdin charge in e.
Element x y z (Å)
C: 1.63613 -1.26776 0.27232  -0.064
C: -2.03172 -0.60010 -2.06347  -0.130
C: 1.50399 3.36556 2.95336  -0.549
O: -1.15618 -1.62680 0.52211  -0.288
O: 0.79049 -0.22225 -0.26107  -0.291
O: -1.73604 0.28174 -1.03085  -0.277
P: -0.74875 -0.30316 0.06875  0.107
Br: -0.88044 1.26240 1.60165  0.543
Br: 2.80463 2.90362 1.80480  0.605
H: 2.52266 -1.01871 0.75245  0.071
H: 1.92672 -1.76109 -0.60094  0.074
H: 1.02654 -1.95882 0.82902  0.077
H: -2.20849 -1.65292 -1.81517  0.098
H: -1.16479 -0.59277 -2.71927  0.089
H: -2.79582 -0.11563 -2.62825  0.088
H: 0.51107 3.30668 2.31456  -0.154

E_LUMO	-0.920	eV
energy relative to the best compared isomer or geometry (same formula, charge and spin)	75.7	kcal/mol
electronic energy	-5833.5331	a.u.

# 3
C38H62F15N3O16 | ωB97M-V with the def2-TZVPD basis set

Last column: Löwdin charge in e.
Element x y z (Å)
C: 5.22556 7.54239 6.75946  -0.080
C: 4.03143 7.92478 6.00550  -0.272
N: 3.07130 8.22391 5.37396  0.110
H: 4.79191 7.19313 7.69651  0.077
H: 5.82922 8.42131 6.98572  0.083
H: 5.83308 6.71249 6.39852  0.083
C: 2.77328 9.01403 20.77214  -0.071
C: 2.80626 10.42109 21.29662  -0.260
N: 2.75114 11.52479 21.70025  0.107
H: 3.01161 8.44618 21.67151  0.075
H: 3.55207 8.81812 20.03512  0.073
H: 1.85854 8.76275 20.23529  0.077
C: 2.18699 2.44571 8.25701  -0.073
C: 2.70641 1.65970 9.42912  -0.249
N: 3.10336 1.01933 10.35041  0.101
H: 1.10926 2.60801 8.27306  0.076
H: 2.39159 1.90363 7.33377  0.074
H: 2.74553 3.38170 8.24883  0.072
C: -0.09317 11.52397 16.07110  -0.063
O: 0.26164 10.12173 16.18973  -0.204
C: -0.84284 9.24267 16.09688  -0.213
C: -1.57735 9.15919 14.77431  -0.246
O: -0.64362 8.58170 13.97457  -0.167
C: -1.00791 8.44080 12.58936  -0.154
C: 0.05464 7.70337 11.76673  -0.152
O: 0.33492 6.33264 12.22336  -0.187
C: 0.94905 6.19138 13.53140  -0.093
H: -0.44980 11.65489 15.04945  0.082
H: 0.89607 11.98063 16.10205  0.089
H: -0.71160 11.78225 16.93073  0.090
H: -1.55647 9.52185 16.87203  0.116
H: -0.42268 8.29049 16.42081  0.129
H: -2.17829 10.01869 14.47727  0.128
H: -2.31466 8.36936 14.91806  0.126
H: -1.16206 9.42897 12.15597  0.125
H: -1.95510 7.90456 12.64761  0.123
H: 0.95397 8.31871 11.79270  0.116
H: -0.15724 7.66898 10.69807  0.120
H: 1.84025 6.78935 13.72194  0.087
H: 1.18795 5.14364 13.71383  0.083
H: 0.25933 6.48823 14.32148  0.067
C: -4.84547 4.13011 13.06608  -0.136
O: -5.35523 4.79167 14.18176  -0.194
C: -5.58880 4.03741 15.42720  -0.148
C: -6.36097 4.82278 16.46875  -0.204
O: -6.42397 4.14875 17.69923  -0.138
C: -6.80305 4.85550 18.84284  -0.195
C: -6.81832 3.99233 20.14316  -0.178
O: -5.57726 3.33241 20.42984  -0.165
C: -5.58300 2.79550 21.70044  -0.141
H: -5.62963 3.99961 12.32031  0.083
H: -4.43158 3.15362 13.31760  0.083
H: -4.00461 4.64778 12.60446  0.080
H: -4.65290 3.86912 15.96000  0.124
H: -5.95276 3.04616 15.15688  0.125
H: -7.33848 5.11382 16.08420  0.128
H: -5.80260 5.72499 16.71844  0.125
H: -7.67637 5.49398 18.70954  0.126
H: -6.01398 5.59326 18.98828  0.117
H: -7.73853 3.40847 20.12254  0.123
H: -6.99989 4.75525 20.90018  0.114
H: -6.24844 1.93232 21.68711  0.090
H: -5.75830 3.57584 22.44103  0.092
H: -4.64142 2.29015 21.91524  0.088
C: -3.07775 9.16244 6.40455  -0.052
C: -3.06836 7.69677 5.93354  -0.209
O: -2.59170 7.38081 4.60925  0.005
C: -3.18836 7.87418 3.45213  -0.239
O: -4.30303 8.51460 3.43163  0.091
C: -2.59081 7.34132 2.15609  -0.536
F: -2.14426 8.32613 1.37550  0.175
F: -1.70740 6.37587 2.38944  0.180
F: -3.59751 6.79217 1.40221  0.129
H: -2.13924 9.71619 6.37890  0.076
H: -3.45446 9.26899 7.42183  0.078
H: -3.69889 9.63212 5.64187  0.065
H: -4.02330 7.21802 6.15030  0.120
H: -2.57037 6.97252 6.57819  0.116
C: -5.77702 16.57988 24.02700  -0.079
C: -4.51067 16.46396 23.28439  -0.229
O: -4.32422 15.06755 23.09877  -0.033
C: -3.44157 14.49308 22.18861  -0.240
O: -2.59737 15.23006 21.60868  0.100
C: -3.49334 12.93320 21.99585  -0.628
F: -4.21038 12.35911 22.98536  0.154
F: -4.09314 12.63146 20.91656  0.227
F: -2.27367 12.47041 21.90502  0.204
H: -6.22501 17.57355 24.03323  0.082
H: -5.63163 16.40347 25.09275  0.083
H: -6.58151 15.97226 23.61263  0.090
H: -3.60954 16.86626 23.74722  0.137
H: -4.69053 16.79882 22.26281  0.130
C: 7.75260 4.29427 13.91354  -0.055
C: 7.70035 3.05104 13.07851  -0.252
O: 8.59364 2.93007 11.99905  0.011
C: 8.16692 3.07898 10.68474  -0.294
O: 7.07530 3.50926 10.34195  0.142
C: 9.26485 2.94715 9.61579  -0.568
F: 10.45895 3.38047 9.97664  0.187
F: 9.38857 1.60892 9.37771  0.140
F: 8.88373 3.58882 8.53739  0.193
H: 8.55145 4.31092 14.65493  0.077
H: 6.78241 4.53680 14.34713  0.084
H: 7.99353 5.09965 13.21969  0.084
H: 6.68065 2.98624 12.69890  0.118
H: 7.79161 2.08947 13.58364  0.130
C: -0.90755 15.68419 9.87702  -0.052
C: -0.12574 14.48356 9.19620  -0.188
O: 0.78723 14.08185 10.24544  -0.031
C: 1.91676 13.29949 9.87867  -0.273
O: 2.26921 13.06975 8.74495  0.153
C: 2.77788 12.74025 11.11957  -0.476
F: 3.49413 13.71056 11.74953  0.142
F: 1.98957 12.17101 12.01256  0.163
F: 3.65214 11.72399 10.76180  0.113
H: -0.15931 16.46700 10.00138  0.071
H: -1.27971 15.43744 10.87136  0.072
H: -1.69469 16.09881 9.24726  0.072
H: 0.30728 14.82488 8.25594  0.118
H: -0.78755 13.64717 8.97139  0.118
C: -7.60418 10.52685 10.87810  -0.044
C: -6.83182 10.39266 12.24691  -0.223
O: -6.76509 11.68560 12.70219  -0.028
C: -5.73131 12.56643 12.31752  -0.308
O: -4.74850 12.25547 11.71658  0.172
C: -6.04621 14.03795 12.64259  -0.590
F: -7.17294 14.23827 13.29458  0.187
F: -5.02606 14.59673 13.33648  0.157
F: -6.19552 14.65183 11.50957  0.206
H: -7.71983 9.52635 10.46130  0.074
H: -6.87720 11.05311 10.25951  0.065
H: -8.49618 11.15269 10.85063  0.083
H: -5.82261 9.98429 12.19353  0.125
H: -7.54121 9.84104 12.86382  0.122

E_LUMO	-0.036	eV
SMILES string	CCOC(=O)C(F)(F)F.CCOC(=O)C(F)(F)F.CCOC(=O)C(F)(F)F.CCOC(=O)C(F)(F)F.CCOC(=O)C(F)(F)F.COCCOCCOC.COCCOCCOC.CC#N.CC#N.CC#N
energy relative to the best compared isomer or geometry (same formula, charge and spin)	65.1	kcal/mol
electronic energy	-4350.9260	a.u.

# 4
C2H4N2S3 | ωB97M-V with the def2-TZVPD basis set

Last column: Löwdin charge in e.
Element x y z (Å)
C: 1.12052 -0.01867 0.09169  -0.961
C: -0.71762 -1.80542 0.23349  -0.558
H: -0.45574 2.99652 0.75391  -0.053
H: 0.79133 1.77056 -0.99088  0.146
H: 1.32297 -2.17935 0.47276  0.229
H: -0.31163 -3.32752 0.34050  0.209
N: 0.36162 1.05331 -0.24755  -0.495
N: 0.42660 -1.17046 0.64162  -0.140
S: -1.09675 1.74254 0.22104  0.596
S: 2.74107 -0.10867 -0.20187  0.635
S: -2.22445 -0.85234 -0.34953  0.392

E_LUMO	-0.940	eV
energy relative to the best compared isomer or geometry (same formula, charge and spin)	135.0	kcal/mol
electronic energy	-1382.4570	a.u.

# 5
C8H11NO | ωB97M-V with the def2-TZVPD basis set

Last column: Löwdin charge in e.
Element x y z (Å)
C: -0.94931 -0.41378 -1.00395  -0.111
C: -2.38729 -0.06226 -0.91469  -0.066
C: -2.79186 1.20121 -1.39073  -0.160
C: -1.84867 2.09946 -1.80599  -0.111
C: -0.42518 1.79954 -1.53076  -0.062
C: 0.05837 0.53338 -1.12297  -0.135
C: 1.91579 -1.08250 1.21523  -0.533
C: 2.70339 -1.66252 2.33867  -0.012
H: -0.65913 -1.41277 -0.70148  0.094
H: -3.06707 -0.86545 -0.69915  0.082
H: -3.97604 1.37033 -1.80724  0.165
H: -2.14734 3.14209 -2.15796  0.116
H: 0.18508 2.60599 -1.81455  0.067
H: 1.20499 0.24171 -0.92766  0.144
H: 0.11359 -0.13788 0.78368  0.061
H: 0.55084 0.11452 2.33617  0.080
H: 2.56289 -2.71576 2.40535  0.075
H: 2.48483 -1.23866 3.36419  0.106
H: 3.66611 -1.67716 1.88057  0.076
N: 0.88162 -0.21644 1.47937  0.150
O: 1.92437 -1.62305 0.07392  -0.026

E_LUMO	0.827	eV
SMILES string	c1ccccc1.CC(N)=O
energy relative to the best compared isomer or geometry (same formula, charge and spin)	53.6	kcal/mol
electronic energy	-441.3622	a.u.

# 6
C3H7NOSi | ωB97M-V with the def2-TZVPD basis set

Last column: Löwdin charge in e.
Element x y z (Å)
C: -0.34262 -0.59728 0.00354  -0.263
C: -1.15988 0.57839 0.19825  -0.187
C: -2.53880 -0.13548 0.29828  -0.158
N: -0.94503 -1.63842 -0.21733  -0.001
O: -2.34938 -1.45726 -0.30938  -0.142
Si: 2.58658 -0.85090 0.05952  0.795
H: -0.86619 1.14268 1.08080  0.102
H: -1.14314 1.20615 -0.69098  0.107
H: -2.90327 -0.30994 1.35935  0.136
H: -3.20722 0.28254 -0.30573  0.058
H: 3.35752 0.18832 -0.72708  -0.117
H: 2.30506 -2.10790 -0.69682  -0.121
H: 2.86609 -1.06561 1.33613  -0.209

E_LUMO	-0.878	eV
energy relative to the best compared isomer or geometry (same formula, charge and spin)	143.5	kcal/mol
electronic energy	-537.7686	a.u.

# 7
C5H7N | ωB97M-V with the def2-TZVPD basis set

Last column: Löwdin charge in e.
Element x y z (Å)
C: -0.12248 1.91783 -0.16736  -0.039
C: 0.04304 0.44728 0.06472  -0.345
C: -0.12076 -0.33447 1.17532  -0.067
C: -0.07642 -1.70119 0.75482  -0.106
C: 0.14099 -1.70720 -0.59402  -0.140
N: 0.19524 -0.39263 -1.01581  0.033
H: 0.31679 2.23825 -1.12014  0.072
H: -1.19124 2.15658 -0.21762  0.079
H: 0.31695 2.52397 0.62796  0.076
H: -0.28569 0.03323 2.17852  0.099
H: -0.21313 -2.57150 1.38323  0.090
H: 0.21341 -2.52595 -1.29947  0.103
H: 0.78331 -0.08419 -1.77013  0.144

E_LUMO	1.081	eV
SMILES string	Cc1ccc[nH]1
energy relative to the best compared isomer or geometry (same formula, charge and spin)	4.1	kcal/mol
electronic energy	-249.4667	a.u.